1.
C34H42FeN4O3PS | the ωB97M-V functional and the def2-TZVPD basis

Structure (XYZ):
```
86
Properties=species:S:1:pos:R:3:mulliken_charge:R:1
Fe 0.1254 -0.3823 1.0028 1.028
C -1.0955 2.5804 1.5864 -1.198
O -1.2939 1.2359 1.0985 0.031
C -2.5349 0.9090 0.5835 0.909
C -3.4572 1.8397 0.1580 -0.656
C -4.6786 1.3878 -0.3373 -0.762
C -4.9776 0.0312 -0.3993 -0.831
C -4.0606 -0.9002 0.0475 -0.479
C -2.8307 -0.4659 0.5374 -0.042
N -1.8275 -1.2800 1.0455 1.173
N -2.1673 -2.4450 1.4237 -0.931
C -1.3269 -3.1309 2.2293 0.139
C -0.2810 -2.4566 3.0491 0.465
O 0.0222 -1.2476 2.8897 -0.779
C 0.3658 -3.2247 4.0724 -0.650
C 0.1017 -4.5380 4.2230 -0.839
C -0.8556 -5.2384 3.3986 0.797
C -1.0858 -6.5948 3.5778 -0.872
C -2.0239 -7.2579 2.7941 -0.576
C -2.7422 -6.5634 1.8273 -0.791
C -2.5285 -5.2114 1.6359 -0.489
C -1.5806 -4.5272 2.4142 0.809
H -1.8986 2.8396 2.2741 0.437
H -0.1403 2.5775 2.1006 0.089
H -1.0626 3.2829 0.7543 0.372
H -3.2533 2.8994 0.2160 0.449
H -5.4090 2.1119 -0.6729 0.472
H -5.9317 -0.2921 -0.7909 0.463
H -4.2708 -1.9598 0.0131 0.546
H 1.0802 -2.7049 4.6964 0.553
H 0.6193 -5.1074 4.9862 0.433
H -0.5334 -7.1348 4.3363 0.459
H -2.1978 -8.3149 2.9420 0.429
H -3.4752 -7.0809 1.2239 0.436
H -3.0942 -4.6727 0.8895 0.457
C -0.7996 0.8124 -5.3627 -1.047
C -1.9224 1.6021 -4.7035 -0.573
C -2.0110 1.3597 -3.2033 -0.823
N -0.8258 1.9038 -2.5269 0.035
C 0.0396 1.2409 -1.7965 0.831
S -0.1133 -0.4356 -1.4627 -0.489
N 1.1273 1.8868 -1.2711 0.360
C 1.3701 3.2693 -0.9966 0.298
O 1.8456 3.5244 0.0822 -0.512
C 1.0970 4.2550 -2.0588 0.096
C 0.7361 5.5509 -1.6911 -0.583
C 0.5233 6.5049 -2.6710 -0.691
C 0.6990 6.1760 -4.0099 -0.529
C 1.0900 4.8939 -4.3775 -0.654
C 1.2863 3.9282 -3.4043 0.098
H -0.7443 1.0298 -6.4279 0.395
H -0.9560 -0.2613 -5.2479 0.322
H 0.1734 1.0555 -4.9280 0.174
H -2.8856 1.3302 -5.1384 0.393
H -1.7999 2.6740 -4.8900 0.367
H -2.0641 0.2974 -2.9780 0.581
H -2.8889 1.8439 -2.7722 0.171
H -0.6042 2.8693 -2.7445 0.190
H 1.6748 1.3015 -0.6549 -0.710
H 0.6321 5.7963 -0.6421 0.497
H 0.2332 7.5091 -2.3942 0.434
H 0.5439 6.9283 -4.7717 0.435
H 1.2550 4.6540 -5.4191 0.477
H 1.6154 2.9336 -3.6826 0.466
C 5.2098 -0.2236 0.1271 -1.279
C 3.7201 0.0811 -0.0083 -0.357
P 2.6263 -0.5771 1.3079 0.474
C 3.1837 0.2115 2.8675 -0.794
C 2.2641 1.3646 3.2741 -0.941
C 3.0129 -2.3645 1.4399 -0.852
C 2.1003 -3.2583 0.5830 -0.947
H 5.7609 0.2834 -0.6638 0.429
H 5.4178 -1.2884 0.0313 0.369
H 5.6145 0.1199 1.0785 0.288
H 3.3324 -0.2919 -0.9612 0.482
H 3.5725 1.1672 -0.0072 0.397
H 4.2034 0.5766 2.7337 0.483
H 3.2297 -0.5554 3.6415 0.547
H 2.1230 2.0623 2.4443 0.131
H 2.6982 1.9301 4.0980 0.475
H 1.2919 0.9888 3.5989 0.122
H 2.9528 -2.6240 2.4979 0.596
H 4.0564 -2.5083 1.1586 0.664
H 1.3223 -3.7297 1.1850 0.050
H 2.6680 -4.0603 0.1149 0.382
H 1.6131 -2.7018 -0.2230 0.218
```

Properties
- E_tot: -3768.32718 hartree
- Frontier orbital gap (alpha / beta): 7.02 / 5.91 eV
- Spin multiplicity: 6
- Charge: +2
- Expectation value of S²: 8.83
- Highest occupied orbital energy (alpha / beta): -0.49177 / -0.51723 Eh

***

2.
C47H43BrN6O2ReS2 | the ωB97M-V functional and the def2-TZVPD basis

Structure (XYZ):
```
102
Properties=species:S:1:pos:R:3:mulliken_charge:R:1
Re -1.1183 0.7102 1.4555 1.403
C 0.1350 4.0437 4.3046 -0.509
O -1.2792 3.8875 4.1819 -0.399
C -1.5045 2.9436 3.3237 0.847
N -0.4756 2.3212 2.8098 0.101
C 0.7329 2.9326 3.4116 0.134
C 1.8395 3.3437 2.4571 0.149
C 2.4280 2.3387 1.6777 -0.198
C 3.5486 2.5953 0.9137 -0.571
C 4.1356 3.8544 0.9362 -0.883
C 3.5583 4.8575 1.7069 -1.022
C 2.4198 4.6059 2.4552 -0.567
C -2.8586 2.6184 2.8824 0.240
C -4.0465 3.1750 3.3496 -0.681
C -5.2379 2.7785 2.7493 -0.698
C -5.2170 1.8669 1.6980 -0.997
C -3.9884 1.3486 1.2988 0.453
N -2.8436 1.7131 1.8959 0.253
C -3.7248 0.4315 0.1924 0.355
N -2.5124 -0.0345 0.0128 0.424
C -2.4955 -0.6833 -1.3052 -0.398
C -4.0043 -0.7495 -1.6496 -0.627
O -4.6257 0.1142 -0.6903 -0.369
C -1.8514 -2.0440 -1.4168 0.179
C -1.5966 -2.8427 -0.3108 0.014
C -1.0824 -4.1201 -0.4789 -1.110
C -0.8433 -4.6161 -1.7529 -0.528
C -1.0955 -3.8174 -2.8607 -0.897
C -1.5906 -2.5359 -2.6954 -0.735
H 0.3652 5.0583 3.9749 0.384
H 0.4101 3.9500 5.3560 0.310
H 1.1948 2.1523 4.0326 0.239
H 2.0289 1.3364 1.7456 0.613
H 4.0083 1.8008 0.3471 0.647
H 5.0482 4.0481 0.3918 0.499
H 4.0092 5.8384 1.7363 0.452
H 2.0250 5.4090 3.0522 0.290
H -4.0301 3.8965 4.1540 0.654
H -6.1782 3.1874 3.0902 0.532
H -6.1246 1.5667 1.1971 0.649
H -1.9753 0.0115 -1.9823 0.416
H -4.2530 -0.4011 -2.6511 0.386
H -4.4066 -1.7584 -1.5148 0.408
H -1.7979 -2.4692 0.6809 0.826
H -0.8989 -4.7376 0.3848 0.512
H -0.4790 -5.6223 -1.8840 0.557
H -0.9312 -4.1988 -3.8558 0.521
H -1.7940 -1.9225 -3.5621 0.607
S 0.6181 -0.8396 1.0351 -0.168
C 1.3286 -0.4599 -0.4652 -0.331
N 2.1038 -1.3653 -1.0511 0.595
C 2.5911 -1.0929 -2.3863 -0.491
C 2.9892 0.3733 -2.4902 -0.854
N 1.9085 1.2472 -2.0556 0.543
C 1.8550 2.5919 -2.6003 -2.055
C 0.8554 2.7655 -3.7335 1.391
C -0.1677 3.7066 -3.6172 -0.313
C -0.9836 3.9952 -4.7032 -0.886
C -0.8171 3.3134 -5.9032 -0.503
C 0.1895 2.3596 -6.0203 -0.891
C 1.0119 2.0801 -4.9378 -0.324
C 1.1155 0.8509 -1.0681 0.276
S -0.0919 1.8957 -0.4613 -0.137
C 2.3258 -2.6583 -0.4153 0.097
C 3.5589 -3.3981 -0.8612 -0.957
C 3.5072 -4.3671 -1.8605 0.148
C 4.6489 -5.0914 -2.1938 -0.675
C 5.8352 -4.8981 -1.4964 -0.556
C 5.8912 -3.9311 -0.5027 -0.701
C 4.7518 -3.2083 -0.1636 -0.416
H 1.8110 -1.3318 -3.1179 0.144
H 3.4544 -1.7320 -2.5842 0.634
H 3.2565 0.6075 -3.5209 0.585
H 3.8752 0.5676 -1.8737 0.179
H 2.8484 2.8420 -2.9807 0.635
H 1.5965 3.2903 -1.7996 0.821
H -0.2997 4.2526 -2.6947 0.479
H -1.7330 4.7689 -4.6203 0.437
H -1.4664 3.5221 -6.7411 0.466
H 0.3465 1.8533 -6.9604 0.453
H 1.7984 1.3512 -5.0648 0.275
H 1.4351 -3.2848 -0.5776 -0.266
H 2.4128 -2.4810 0.6606 1.022
H 2.5687 -4.5787 -2.3536 0.422
H 4.6159 -5.8010 -3.0070 0.443
H 6.7088 -5.4793 -1.7398 0.441
H 6.8229 -3.7285 0.0043 0.435
H 4.7827 -2.5137 0.6652 0.423
C -4.6736 -3.4116 2.9138 -1.386
C -3.4795 -2.6734 3.4017 0.282
C -2.7467 -3.0620 4.5273 -0.643
C -1.6153 -2.3478 4.8678 -0.875
C -1.2170 -1.2882 4.0651 0.268
Br 0.3985 -0.4063 4.4776 0.086
N -1.9093 -0.8773 2.9964 -0.017
C -3.0222 -1.5590 2.7085 0.028
H -4.9963 -4.1517 3.6404 0.444
H -4.4385 -3.9334 1.9830 0.275
H -5.4992 -2.7313 2.7081 0.373
H -3.0600 -3.9062 5.1235 0.521
H -1.0259 -2.6110 5.7351 0.529
H -3.6014 -1.2177 1.8641 0.432
```

Properties
- E_tot: -5743.18726 hartree
- Frontier orbital gap (alpha / beta): 3.94 / 4.21 eV
- Spin multiplicity: 2
- Charge: +4
- Expectation value of S²: 0.77
- Highest occupied orbital energy (alpha / beta): -0.64375 / -0.64372 Eh
- Energy relative to the best compared isomer or geometry (same formula, charge and spin): 0.300 eV

***

3.
C40H66BN8OP2Ti | the ωB97M-V functional and the def2-TZVPD basis

Structure (XYZ):
```
119
Properties=species:S:1:pos:R:3:mulliken_charge:R:1
Ti -0.5968 1.0601 0.9297 -0.124
C 1.6329 -4.9593 -3.1254 -2.036
C 0.4995 -4.2880 -2.3481 2.238
C -0.1009 -5.3262 -1.3845 -1.774
C -0.5812 -3.9199 -3.3762 -1.761
P 0.9418 -2.7916 -1.2611 0.575
C 0.5514 -1.3848 -2.4407 -0.746
N 1.0723 -0.0903 -2.0301 -0.033
B 0.7784 0.7434 -0.8594 1.040
N 1.9121 1.6903 -0.8806 0.481
C 2.5028 2.3951 0.2446 -1.534
P 1.2203 3.1535 1.3289 1.108
C 2.1192 3.3674 2.9496 1.961
C 3.1702 4.4721 2.9805 -1.903
C 1.0519 3.6402 4.0233 -1.660
C 2.7901 2.0298 3.3088 -2.137
C 0.9576 4.7986 0.4590 2.217
C 0.0261 5.6664 1.3172 -1.962
C 2.1943 5.6365 0.1165 -1.713
C 0.2707 4.4481 -0.8759 -1.615
C 2.6933 1.5020 -2.0222 0.376
C 3.8100 2.1923 -2.4751 -0.715
C 4.3807 1.8097 -3.6846 -1.062
C 3.8392 0.7564 -4.4177 -1.034
C 2.7271 0.0593 -3.9555 -1.264
C 2.1600 0.4341 -2.7422 1.305
C 2.7984 -2.7560 -0.9752 2.485
C 3.7507 -2.7923 -2.1790 -1.673
C 3.1173 -1.4842 -0.1617 -1.687
C 3.0822 -3.9455 -0.0446 -1.911
H 1.2069 -5.7817 -3.7107 0.563
H 2.3988 -5.3874 -2.4802 0.329
H 2.1118 -4.2748 -3.8262 0.314
H -0.4152 -6.2189 -1.9380 0.491
H -0.9680 -4.9204 -0.8575 0.166
H 0.6272 -5.6403 -0.6323 0.326
H -0.9784 -4.8446 -3.8083 0.611
H -0.1746 -3.3296 -4.1986 0.303
H -1.4139 -3.3686 -2.9418 -0.010
H -0.5340 -1.3556 -2.5078 0.175
H 0.9315 -1.6128 -3.4322 0.229
H 3.1910 3.1566 -0.1101 0.327
H 3.0882 1.6965 0.8434 0.229
H 2.7216 5.4648 2.9863 0.332
H 3.8645 4.4096 2.1413 0.298
H 3.7534 4.3732 3.9008 0.532
H 1.5415 3.8291 4.9831 0.592
H 0.4249 4.5013 3.7913 0.298
H 0.4025 2.7699 4.1422 0.094
H 3.7607 1.9187 2.8246 0.359
H 2.1731 1.1708 3.0434 0.188
H 2.9585 2.0086 4.3898 0.594
H 0.5147 5.9859 2.2396 0.279
H -0.8985 5.1548 1.5838 0.396
H -0.2396 6.5710 0.7607 0.567
H 2.6186 6.1385 0.9810 0.366
H 1.8805 6.4136 -0.5874 0.518
H 2.9834 5.0705 -0.3773 0.209
H -0.2260 5.3429 -1.2643 0.629
H 0.9957 4.1123 -1.6178 0.372
H -0.4717 3.6576 -0.7834 -0.219
H 4.2342 3.0166 -1.9153 0.468
H 5.2453 2.3419 -4.0610 0.425
H 4.2924 0.4681 -5.3576 0.417
H 2.3228 -0.7500 -4.5488 0.518
H 3.3985 -2.1756 -3.0048 0.161
H 3.9223 -3.8013 -2.5475 0.445
H 4.7236 -2.3908 -1.8754 0.436
H 3.2576 -0.6150 -0.8026 0.300
H 4.0567 -1.6490 0.3784 0.810
H 2.3411 -1.2434 0.5683 -0.377
H 2.8180 -4.9082 -0.4856 0.379
H 2.5297 -3.8444 0.8949 0.210
H 4.1504 -3.9732 0.1933 0.540
N -1.6086 1.3053 3.0943 0.759
C -2.0916 2.5816 2.6092 -0.030
C -2.7925 3.4985 3.3702 -1.263
C -3.4725 4.5071 2.7106 -0.653
C -3.4837 4.5102 1.3199 -1.093
C -2.7114 3.5922 0.6434 -0.802
N -1.9552 2.6797 1.2806 1.358
C -2.6270 0.3767 2.5968 -0.237
C -3.7187 -0.0161 3.3362 -1.191
C -4.8121 -0.5356 2.6591 -0.725
C -4.7915 -0.4928 1.2584 -0.850
C -3.6466 -0.1275 0.6003 -1.100
N -2.4951 0.1979 1.2571 0.869
H -1.5707 1.3029 4.1066 0.702
H -2.8322 3.3949 4.4477 0.524
H -4.0238 5.2525 3.2689 0.489
H -4.0657 5.2316 0.7633 0.494
H -2.6641 3.5862 -0.4369 0.515
H -3.7298 0.1287 4.4105 0.491
H -5.6825 -0.8866 3.1959 0.455
H -5.6770 -0.7408 0.6875 0.596
H -3.5915 -0.1093 -0.4770 0.728
N 1.0758 -1.9239 3.4348 -0.285
C 0.3470 -1.4314 2.4139 -0.004
N -0.5695 -2.2210 1.8546 0.007
O 0.5439 -0.2317 2.0710 0.488
H 1.0163 -2.8828 3.7235 0.184
H 1.7751 -1.3330 3.8474 0.249
H -0.5513 -3.2089 2.0453 0.314
H -0.9751 -1.9712 0.9543 -0.526
C -5.0375 -4.3750 -0.3276 -1.580
C -4.4136 -3.7448 -1.5787 2.379
C -5.4028 -2.7855 -2.2511 -1.534
C -3.9688 -4.8287 -2.5669 -1.644
C -3.2183 -2.9629 -1.1421 -0.998
N -2.3030 -2.3583 -0.7995 -0.035
H -5.9088 -4.9627 -0.6227 0.447
H -5.3541 -3.6091 0.3826 0.284
H -4.3281 -5.0388 0.1686 0.387
H -6.2454 -3.3591 -2.6400 0.447
H -4.9330 -2.2575 -3.0816 0.378
H -5.7858 -2.0485 -1.5422 0.227
H -4.8405 -5.4262 -2.8393 0.507
H -3.2208 -5.4882 -2.1244 0.283
H -3.5510 -4.3921 -3.4747 0.363
```

Properties
- E_tot: -3634.03465 hartree
- Frontier orbital gap (alpha / beta): 5.60 / 6.77 eV
- Spin multiplicity: 3
- Charge: +1
- Expectation value of S²: 2.03
- Highest occupied orbital energy (alpha / beta): -0.28199 / -0.34016 Eh
- Energy relative to the best compared isomer or geometry (same formula, charge and spin): 2.489 eV